1.
Density functional theory data (ωB97M-V/def2-TZVPD) for 2 unconnected molecules or ions with the total composition C3H8N3.

Results
Molar mass = 86.12 g mol⁻¹
HOMO energy = -13.97 eV
Orbital gap = 9.78 eV
Net charge = +1

CARTESIAN COORDINATES (ANGSTROEM)
C: 0.17 -1.71 0.91
C: 0.43 1.61 -1.73
C: -0.97 -1.24 1.67
N: 0.59 -0.78 0.18
N: 0.75 1.39 -2.88
N: -0.07 1.71 -0.57
H: 0.52 -2.81 0.94
H: -1.26 -0.23 1.52
H: -1.78 -1.83 1.98
H: -0.37 -1.22 2.66
H: 1.48 -1.04 -0.45
H: 0.52 1.64 -3.80
H: -0.11 2.62 -0.04
H: 0.21 0.09 0.20

=====

2.
Density functional theory data (ωB97M-V/def2-TZVPD) for 13 unconnected molecules or ions with the total composition C32H56ClFN14O4PS.

Results
Molar mass = 818.39 g mol⁻¹
HOMO energy = -11.57 eV
Orbital gap = 7.45 eV
Net charge = +1

CARTESIAN COORDINATES (ANGSTROEM)
C: 2.81 -1.61 1.82
O: 3.71 -0.60 1.39
C: 3.58 -0.32 0.00
C: 2.24 0.30 -0.33
C: 1.96 1.55 0.49
C: 0.61 2.19 0.17
C: -0.54 1.32 0.71
C: -1.18 0.51 -0.43
C: -1.73 -0.87 -0.11
N: -2.63 -1.01 1.11
Cl: -1.71 -0.99 2.60
P: -4.30 0.15 1.20
N: -4.01 1.09 2.53
O: -4.16 1.18 0.01
S: -3.26 -2.69 0.98
O: -4.26 -2.67 0.00
O: -2.15 -3.55 0.94
F: -3.90 -2.76 2.36
H: 2.43 -2.19 0.98
H: 3.32 -2.28 2.50
H: 1.97 -1.15 2.37
H: 4.38 0.39 -0.26
H: 3.72 -1.23 -0.58
H: 2.23 0.56 -1.39
H: 1.45 -0.45 -0.21
H: 1.97 1.31 1.56
H: 2.76 2.27 0.32
H: 0.59 3.18 0.62
H: 0.51 2.32 -0.91
H: -1.29 1.98 1.13
H: -0.10 0.68 1.46
H: -0.42 0.31 -1.18
H: -1.91 1.13 -0.93
H: -0.91 -1.57 0.02
H: -2.31 -1.24 -0.96
H: -3.10 1.54 2.55
H: -4.21 0.58 3.38
H: -3.60 1.96 0.23
C: 6.20 -1.10 4.28
C: 5.49 -2.35 4.06
N: 4.93 -3.33 3.88
H: 6.22 -0.52 3.36
H: 5.69 -0.52 5.05
H: 7.22 -1.29 4.60
C: -0.75 -4.03 -2.75
C: 0.20 -2.95 -2.53
N: 0.98 -2.12 -2.35
H: -0.77 -4.30 -3.81
H: -0.46 -4.90 -2.17
H: -1.75 -3.72 -2.45
C: -1.62 -2.32 -6.43
C: -1.35 -3.73 -6.21
N: -1.13 -4.84 -6.06
H: -1.04 -1.96 -7.28
H: -2.68 -2.17 -6.63
H: -1.33 -1.74 -5.55
C: 1.64 -6.24 -7.64
C: 2.26 -4.95 -7.93
N: 2.71 -3.92 -8.15
H: 0.71 -6.07 -7.11
H: 1.43 -6.78 -8.56
H: 2.31 -6.84 -7.03
C: 4.21 2.34 3.50
C: 3.56 3.53 2.97
N: 2.98 4.40 2.50
H: 3.47 1.68 3.96
H: 4.71 1.80 2.70
H: 4.95 2.62 4.26
C: -3.28 5.44 2.98
C: -3.20 4.37 2.01
N: -3.13 3.53 1.23
H: -2.29 5.69 3.34
H: -3.73 6.31 2.52
H: -3.91 5.13 3.81
C: -6.45 5.62 -0.26
C: -6.46 5.76 1.19
N: -6.49 5.88 2.33
H: -6.50 4.57 -0.53
H: -7.31 6.14 -0.69
H: -5.53 6.05 -0.66
C: -8.96 8.37 0.89
C: -9.37 7.95 -0.44
N: -9.65 7.61 -1.50
H: -9.26 7.63 1.62
H: -7.88 8.47 0.91
H: -9.41 9.33 1.14
C: 0.54 -4.67 2.40
C: 1.92 -5.00 2.11
N: 3.02 -5.25 1.88
H: 0.49 -3.90 3.18
H: 0.05 -4.29 1.50
H: 0.01 -5.55 2.75
C: 1.45 7.16 3.32
C: 0.18 7.69 3.80
N: -0.84 8.06 4.17
H: 1.38 6.08 3.22
H: 1.69 7.59 2.35
H: 2.24 7.40 4.02
C: -2.43 -8.18 -8.86
C: -0.99 -8.31 -8.99
N: 0.15 -8.41 -9.10
H: -2.66 -7.52 -8.03
H: -2.84 -7.76 -9.78
H: -2.88 -9.16 -8.68
C: 10.98 -2.63 4.91
C: 10.04 -1.51 4.87
N: 9.31 -0.63 4.84
H: 10.44 -3.56 5.09
H: 11.50 -2.70 3.96
H: 11.70 -2.47 5.71

=====

3.
Density functional theory data (ωB97M-V/def2-TZVPD) for 3 unconnected molecules or ions with the total composition C3H9NOS.

Results
Molar mass = 107.18 g mol⁻¹
HOMO energy (alpha / beta) = -8.65 / -8.54 eV
Orbital gap (alpha / beta) = 7.64 / 7.22 eV

CARTESIAN COORDINATES (ANGSTROEM)
C: -0.63 -1.40 -0.31
C: -0.53 1.30 0.01
C: 0.02 0.02 -0.13
N: 2.06 1.33 0.48
O: 2.37 -1.35 -0.15
S: 1.70 0.02 -0.36
H: 0.34 -1.76 -0.52
H: -0.79 -1.61 0.72
H: -1.40 -1.51 -1.01
H: -1.37 1.05 0.73
H: -0.96 1.52 -0.92
H: 0.18 1.90 0.60
H: 0.59 0.70 2.40
H: 2.94 1.89 0.53
H: -0.27 0.30 2.70

=====

4.
Density functional theory data (ωB97M-V/def2-TZVPD) for a single C21H17N5O2 molecule.

Results
Molar mass = 371.40 g mol⁻¹
HOMO energy = -7.70 eV
Orbital gap = 7.58 eV
SMILES = COc1ccc2cc3c(N)nn(C(=O)Cc4c[nH]c5ccccc45)c3nc2c1

CARTESIAN COORDINATES (ANGSTROEM)
C: 4.08 3.27 1.66
H: 4.81 4.06 1.83
O: 4.68 2.38 0.75
C: 3.98 1.29 0.36
C: 2.72 0.96 0.78
C: 2.08 -0.20 0.29
N: 0.83 -0.45 0.74
C: 0.25 -1.53 0.27
N: -1.00 -2.02 0.57
C: -1.98 -1.58 1.45
O: -2.92 -2.28 1.73
C: -1.84 -0.15 1.92
C: -2.68 0.68 1.00
C: -4.05 0.69 0.95
N: -4.48 1.53 -0.03
C: -3.40 2.09 -0.65
C: -3.32 3.00 -1.70
C: -2.07 3.38 -2.12
C: -0.91 2.88 -1.52
C: -0.98 1.98 -0.48
C: -2.23 1.57 -0.03
H: -0.08 1.59 -0.02
H: 0.05 3.20 -1.88
H: -1.98 4.09 -2.94
H: -4.22 3.38 -2.16
H: -5.44 1.71 -0.27
H: -4.74 0.14 1.56
H: -2.24 -0.09 2.94
H: -0.80 0.18 1.89
N: -1.21 -3.20 -0.11
C: -0.16 -3.46 -0.83
N: -0.03 -4.60 -1.56
H: 0.58 -4.56 -2.36
H: -0.89 -5.12 -1.69
C: 0.85 -2.44 -0.65
C: 2.12 -2.19 -1.11
C: 2.76 -1.04 -0.64
C: 4.06 -0.67 -1.05
C: 4.66 0.45 -0.57
H: 5.65 0.74 -0.87
H: 4.58 -1.31 -1.75
H: 2.62 -2.85 -1.81
H: 2.16 1.56 1.48
H: 3.86 2.77 2.61
H: 3.16 3.70 1.25

=====

5.
Density functional theory data (ωB97M-V/def2-TZVPD) for a single C12H20N2S molecule.

Results
Molar mass = 224.37 g mol⁻¹
HOMO energy = -8.43 eV
Orbital gap = 8.80 eV
SMILES = CCSc1ncc(C[C@H](C)CC)nc1C

CARTESIAN COORDINATES (ANGSTROEM)
C: -4.53 -1.62 1.08
C: -4.62 -0.71 -0.26
C: -2.01 0.48 -0.34
C: -0.43 -0.94 -0.91
C: 0.53 -0.05 -0.92
C: 2.01 -0.29 -1.40
C: 3.01 -0.78 -0.27
C: 2.62 -2.20 0.35
C: 2.82 0.26 0.73
C: 3.65 1.69 0.75
C: -1.02 1.56 -0.21
C: -1.45 3.08 0.04
H: -3.44 -1.86 1.38
H: -5.02 -1.24 1.93
H: -4.91 -2.56 0.79
H: -5.58 -0.34 -0.72
H: -3.95 -1.27 -0.98
H: -0.08 -2.12 -1.00
H: 1.87 -1.20 -2.06
H: 2.38 0.67 -1.85
H: 4.03 -1.05 -0.72
H: 1.72 -2.21 1.22
H: 3.75 -2.78 0.65
H: 2.10 -2.85 -0.47
H: 3.03 -0.27 1.91
H: 1.62 0.58 0.65
H: 4.92 1.63 0.52
H: 3.36 2.33 -0.23
H: 3.57 2.27 1.77
H: -0.60 3.89 -0.55
H: -2.39 3.23 -0.62
H: -1.71 3.18 1.13
N: -1.74 -0.68 -0.71
N: 0.26 1.34 -0.51
S: -3.75 0.82 -0.14

=====

6.
Density functional theory data (ωB97M-V/def2-TZVPD) for a molecular structure, C36H50IrN2O2PSeSi3.

Results
Molar mass = 929.22 g mol⁻¹
Spin multiplicity = 5
HOMO energy (alpha / beta) = -5.20 / -8.00 eV
Orbital gap (alpha / beta) = 5.10 / 6.93 eV

CARTESIAN COORDINATES (ANGSTROEM)
Ir: -0.29 -0.32 -0.40
C: 0.63 0.89 2.89
Si: 0.92 1.22 0.98
C: 2.84 1.04 0.63
C: 0.88 3.15 0.98
C: 1.35 3.77 2.14
C: 1.34 5.14 2.30
C: 0.82 5.94 1.29
C: 0.40 5.34 0.12
C: 0.44 3.96 -0.06
Si: -0.08 3.48 -1.81
C: 1.11 4.47 -2.95
C: -1.89 4.06 -1.99
H: 1.57 0.94 3.43
H: 0.18 -0.08 3.08
H: -0.04 1.64 3.30
H: 3.40 1.13 1.56
H: 3.16 1.85 -0.02
H: 3.13 0.10 0.18
H: 1.75 3.17 2.94
H: 1.71 5.59 3.21
H: 0.77 7.01 1.41
H: 0.01 5.97 -0.67
H: 1.17 5.50 -2.61
H: 0.81 4.49 -3.99
H: 2.11 4.05 -2.90
H: -1.97 4.96 -2.58
H: -2.30 4.27 -1.01
H: -2.54 3.30 -2.44
O: -0.99 -0.97 -3.11
N: -0.42 -1.67 -2.03
C: -0.73 -2.94 -2.12
C: -0.40 -4.00 -1.26
C: -0.65 -5.32 -1.70
C: -0.31 -6.42 -0.96
C: 0.28 -6.26 0.30
C: 0.50 -4.99 0.78
C: 0.18 -3.85 0.03
P: 0.48 -2.23 0.77
C: -0.23 -2.47 2.44
C: 0.41 -3.07 3.53
C: -0.27 -3.23 4.72
C: -1.58 -2.81 4.85
C: -2.23 -2.22 3.77
C: -1.55 -2.04 2.58
C: 2.29 -2.31 1.02
C: 2.93 -1.79 2.13
C: 4.31 -1.87 2.24
C: 5.06 -2.45 1.23
C: 4.43 -2.94 0.10
C: 3.05 -2.87 -0.01
H: -0.53 -0.05 -3.19
H: -1.32 -3.20 -3.00
H: -1.11 -5.45 -2.67
H: -0.50 -7.41 -1.34
H: 0.56 -7.13 0.88
H: 0.94 -4.87 1.76
H: 1.43 -3.39 3.44
H: 0.23 -3.69 5.56
H: -2.10 -2.93 5.79
H: -3.26 -1.89 3.87
H: -2.03 -1.56 1.74
H: 2.36 -1.30 2.90
H: 4.80 -1.46 3.11
H: 6.13 -2.51 1.32
H: 5.01 -3.36 -0.71
H: 2.55 -3.26 -0.88
C: -5.56 1.84 0.16
Si: -4.25 0.66 0.89
C: -3.63 1.35 2.56
C: -5.09 -1.06 1.06
Se: -2.56 0.63 -0.66
H: -6.44 1.90 0.79
H: -5.87 1.51 -0.82
H: -5.16 2.85 0.05
H: -4.42 1.36 3.30
H: -3.30 2.38 2.42
H: -2.80 0.79 2.96
H: -5.90 -1.02 1.78
H: -4.40 -1.84 1.36
H: -5.52 -1.35 0.10
C: 1.88 0.92 -5.19
N: 1.54 1.07 -3.80
C: 2.28 0.23 -2.89
C: 0.21 1.36 -3.45
C: -0.71 1.90 -4.49
O: 0.09 1.86 -2.16
H: 2.96 0.83 -5.27
H: 1.55 1.80 -5.75
H: 1.43 0.03 -5.65
H: 3.31 0.58 -2.83
H: 2.28 -0.82 -3.21
H: 1.84 0.29 -1.89
H: -0.38 2.86 -4.90
H: -1.68 2.06 -4.02
H: -0.83 1.19 -5.31